Entry 1:
Here is C48H55N6O3PY as an isolated structure in a non-equilibrium geometry from the Open Molecules 2025 dataset. Energies are from the ωB97M-V functional and the def2-TZVPD basis.

relative energy (zero: lowest compared OMol25 entry of this formula, charge and spin): 0.0 kJ/mol
energy: -2796.086520 Ha
LUMO level (spin up / spin down): 1.4 / 1.4 eV
net charge: -1

Element x y z (Å)
1 Y 0.2047 -0.4534 -1.0503
2 O -2.5820 1.5361 -4.3549
3 C -2.4598 0.6174 -5.3404
4 C -3.4510 0.6502 -6.3329
5 C -3.5024 -0.3693 -7.2787
6 C -2.5037 -1.3474 -7.3096
7 C -1.4805 -1.3400 -6.3724
8 C -1.4717 -0.3780 -5.3526
9 C -0.5051 -0.5107 -4.2220
10 O -0.5124 0.4102 -3.3012
11 N 0.1711 -1.6272 -4.1227
12 N 0.8149 -1.7624 -2.9366
13 C 1.7288 -2.7209 -2.8173
14 C 2.5669 -2.8626 -1.6948
15 C 3.4826 -3.9442 -1.6994
16 C 4.1996 -4.2230 -0.5555
17 C 4.0029 -3.3855 0.5776
18 C 3.1336 -2.2982 0.4835
19 N 2.4630 -2.0223 -0.6517
20 H -1.8225 1.3559 -3.7340
21 H -4.1750 1.4728 -6.2868
22 H -4.3305 -0.4461 -7.9825
23 H -2.5044 -2.0789 -8.0808
24 H -0.6965 -2.0719 -6.3758
25 H 1.8569 -3.4513 -3.6235
26 H 3.6281 -4.4836 -2.6486
27 H 4.8778 -5.0616 -0.5608
28 H 4.4823 -3.5953 1.5174
29 H 2.9700 -1.6446 1.3170
30 C -0.5400 4.4944 -0.1967
31 C -0.0089 4.6022 1.2014
32 C -0.3109 5.7658 1.9188
33 C 0.1902 5.9554 3.2149
34 C 0.9116 4.9382 3.8286
35 C 1.1063 3.7189 3.1491
36 C 0.7339 3.5564 1.8085
37 P 1.3678 2.1040 0.8507
38 C 2.1612 1.0879 2.1685
39 C 1.2266 0.4501 3.0400
40 C 1.6169 -0.3365 4.1414
41 C 3.0103 -0.4652 4.3958
42 C 3.9335 0.1108 3.5273
43 C 3.5254 0.8562 2.4030
44 C 4.5819 1.4788 1.5600
45 C 2.5603 2.8098 -0.3047
46 C 3.0716 4.1007 -0.1021
47 C 3.6776 4.7945 -1.1532
48 C 3.8619 4.1612 -2.4132
49 C 3.4896 2.8453 -2.5729
50 C 2.8296 2.1335 -1.5238
51 C 2.3997 0.8027 -1.7780
52 H 0.0992 5.0597 -0.9014
53 H -1.5262 4.9804 -0.2491
54 H -0.6401 3.4526 -0.5612
55 H -0.9336 6.5226 1.4546
56 H 0.0322 6.8880 3.7136
57 H 1.3447 5.0161 4.8130
58 H 1.5610 2.9104 3.6879
59 H 0.1630 0.5697 2.8069
60 H 0.8639 -0.8840 4.6898
61 H 3.3738 -1.0007 5.2548
62 H 5.0009 -0.0848 3.6350
63 H 5.5985 1.1905 1.8862
64 H 4.5082 2.5847 1.5906
65 H 4.4584 1.2054 0.5031
66 H 2.9784 4.5925 0.8540
67 H 4.0288 5.7878 -0.9357
68 H 4.3392 4.7033 -3.2289
69 H 3.7085 2.3261 -3.5015
70 H 2.7131 0.0432 -1.0414
71 H 2.3391 0.5118 -2.8322
72 C -2.9327 2.8638 2.9108
73 C -2.8603 2.0522 1.6189
74 O -2.3531 0.7468 1.9033
75 H -3.2401 3.9068 2.6742
76 H -1.9424 2.9505 3.4057
77 H -3.6408 2.4468 3.6565
78 H -2.2273 2.5828 0.8733
79 H -3.8853 1.9657 1.2057
80 H -2.2090 0.3046 1.0227
81 N -1.9970 -0.0764 -0.9069
82 C -3.0366 -0.5854 -1.4423
83 C -2.9881 -1.7545 -2.3095
84 C -4.0749 -2.2610 -2.9925
85 C -5.3590 -1.7177 -2.7569
86 C -5.5039 -0.6980 -1.7741
87 C -4.4063 -0.1070 -1.1805
88 H -1.9775 -2.1451 -2.4699
89 H -3.9388 -3.0581 -3.7144
90 H -6.2228 -2.1020 -3.2959
91 H -6.5236 -0.3720 -1.5279
92 H -4.5119 0.7210 -0.4966
93 C -2.7157 -3.0622 4.3110
94 C -2.0212 -4.0171 3.3158
95 N -0.8975 -3.3167 2.6324
96 C 0.4399 -3.4664 3.2660
97 C 1.2410 -4.6824 2.7427
98 C -1.0524 -2.7395 1.4196
99 C -2.3248 -3.0352 0.6484
100 N -0.1804 -1.8642 0.9086
101 H -3.6571 -3.4848 4.7224
102 H -2.9550 -2.0881 3.8426
103 H -2.0484 -2.8330 5.1720
104 H -2.7715 -4.3680 2.5829
105 H -1.6202 -4.9023 3.8395
106 H 0.3469 -3.5636 4.3547
107 H 0.9909 -2.5487 3.0413
108 H 0.9004 -5.6110 3.2306
109 H 2.3153 -4.6193 2.9656
110 H 1.0892 -4.8062 1.6515
111 H -2.4511 -4.1266 0.4783
112 H -2.1856 -2.4926 -0.3021
113 H -3.2021 -2.6592 1.2100
114 H 0.5976 -1.6816 1.5513

Force components x, y, z for each atom (eV/Å):
-1.95 1.83 0.05
0.73 -0.40 -0.38
-0.55 0.54 0.49
-0.10 -0.32 -0.26
0.11 0.30 0.32
0.33 0.45 0.45
-0.73 0.67 0.00
0.64 -0.37 0.03
-1.74 2.36 1.85
0.53 -1.34 -1.12
1.47 -1.90 0.31
1.39 -1.23 -0.59
-2.36 1.31 -2.15
0.97 -0.47 1.44
0.05 0.32 -0.23
-0.50 0.98 0.35
-0.30 -0.26 -0.67
0.42 -1.04 -1.37
-0.61 -0.68 0.64
-0.35 0.03 0.01
0.20 -0.53 -0.01
0.21 0.25 0.06
-0.09 -0.58 -0.47
0.14 -0.28 -0.03
-0.04 0.43 -0.03
-0.16 0.06 0.71
0.16 -0.03 0.26
0.21 -0.01 0.13
-0.01 0.37 0.36
-0.07 0.10 -0.72
-0.13 -0.40 0.11
0.56 -0.59 0.64
0.17 -0.52 -0.62
-0.26 -0.91 -0.74
-0.24 1.07 -0.13
0.36 0.57 0.51
-0.64 -0.68 -0.63
-0.37 -0.58 1.06
0.34 -0.25 -0.10
1.19 0.73 -1.12
-0.86 0.27 -0.52
-0.63 -0.29 -0.44
-0.03 0.24 0.59
0.65 0.52 -0.54
0.35 0.50 0.28
0.27 0.18 -1.24
-0.12 -0.73 0.35
-0.06 0.16 0.73
-0.13 0.66 0.42
-0.31 -0.02 -0.59
-0.49 -0.49 0.69
-0.09 -0.41 0.22
0.19 -0.28 0.02
0.11 0.54 0.20
0.09 0.00 -0.01
-0.14 0.41 0.28
-0.18 0.26 0.22
0.40 -0.15 0.06
0.14 -0.06 0.14
0.06 0.20 0.32
-0.02 -0.30 0.19
-0.23 0.19 0.24
-0.50 0.06 -0.09
0.10 -0.60 0.01
0.14 0.06 0.21
-0.18 0.09 0.14
0.14 0.29 -0.28
-0.07 -0.09 0.15
-0.15 0.00 0.11
0.13 0.51 -0.63
0.47 -0.22 0.35
0.25 0.52 0.28
-0.14 -0.17 0.24
0.09 0.28 -0.19
0.03 -0.59 0.14
-0.41 -0.18 -0.33
0.31 0.11 -0.52
-0.33 -0.41 0.36
0.44 0.11 -0.01
-0.10 0.29 -0.19
3.67 0.40 1.28
-2.85 -0.76 -0.74
0.30 0.52 -0.17
-0.80 0.79 0.42
0.32 -0.22 0.33
0.13 -0.30 -0.72
0.46 -0.82 -0.43
-0.23 -0.13 -0.17
-0.03 -0.07 -0.02
0.10 0.05 0.17
0.42 0.07 -0.10
-0.07 0.09 0.14
0.09 0.24 0.46
-0.14 0.44 -0.16
0.25 -1.36 1.06
0.02 0.17 -0.70
-0.54 -0.39 -0.20
0.69 1.61 -0.57
0.71 0.23 -0.08
-0.70 -1.65 0.72
0.58 0.10 -0.29
0.09 -0.54 0.03
-0.36 -0.18 -0.49
0.62 0.14 0.33
-0.11 0.33 -0.25
-0.24 0.31 -0.24
0.03 -0.30 0.42
-0.06 0.27 -0.22
-0.30 0.28 -0.12
0.25 0.16 0.54
0.13 0.66 0.06
-0.66 -0.38 0.51
0.39 -0.02 -0.52
-0.33 -0.21 -0.10

Results of the Mulliken charge analysis, in e, for atoms 1 through 6:
1 Y 0.0914
2 O -0.7200
3 C 0.2532
4 C -0.5112
5 C -0.3377
6 C -0.7013

***

Entry 2:
Here is a 2-piece molecular cluster, C3H7O3 overall in a non-equilibrium geometry from the Open Molecules 2025 dataset. Energies are from the ωB97M-V functional and the def2-TZVPD basis.

relative energy (zero: lowest compared OMol25 entry of this formula, charge and spin): 161.6 kJ/mol
energy: -344.248651 Ha
LUMO level: 4.2 eV
net charge: -1

Element x y z (Å)
1 O -0.0882 2.0458 0.4824
2 C -0.1957 0.8435 0.2340
3 O -0.7171 -0.0509 0.8383
4 C 0.2650 0.4225 -1.2309
5 C 1.5370 -0.4045 -1.5547
6 H -0.6962 0.3145 -1.7813
7 H 0.4957 1.4676 -1.6501
8 H 2.0556 -0.7118 -0.7065
9 H 1.0301 -1.1347 -2.1604
10 H 2.0895 0.3748 -2.0346
11 H -1.5043 -0.4589 3.2468
12 H -2.0841 -1.6764 2.7889
13 O -2.1873 -1.0315 3.5280

Force components x, y, z for each atom (eV/Å):
0.24 1.20 0.80
1.34 1.02 -3.47
-1.66 -3.17 3.07
-0.30 4.56 -0.07
-3.10 1.38 -0.66
0.66 -1.34 0.20
-0.13 -1.18 0.50
0.61 -1.05 1.41
1.34 -1.03 -0.60
0.98 -0.53 -0.94
1.26 1.70 -0.49
-0.49 0.50 0.77
-0.74 -2.08 -0.51

Results of the Mulliken charge analysis, in e, for atoms 1 through 6:
1 O -0.7313
2 C 0.3867
3 O -0.6351
4 C -0.4487
5 C -0.8602
6 H 0.3289

***

Entry 3:
Here is a 4-piece molecular cluster, C30H69BClI2N3O17P5 overall in a non-equilibrium geometry from the Open Molecules 2025 dataset. Energies are from the ωB97M-V functional and the def2-TZVPD basis.

relative energy (zero: lowest compared OMol25 entry of this formula, charge and spin): 0.0 kJ/mol
energy: -5414.377876 Ha
LUMO level: -4.1 eV
net charge: +1

Element x y z (Å)
1 C 3.5696 4.3499 1.2068
2 C 2.9165 2.9849 0.6554
3 B 1.6405 2.4947 1.5709
4 O 0.8464 3.5995 2.1118
5 N 1.3575 1.0503 1.7620
6 C 0.8357 0.6583 3.0914
7 I 2.2228 1.5998 4.5457
8 C 0.9419 -0.9050 3.3538
9 C 0.4277 -1.2707 4.8184
10 C -0.7538 -0.3573 5.4074
11 C -0.9598 -0.8169 6.9533
12 N -0.4125 -2.0625 7.5223
13 O -1.5806 -0.0622 7.7281
14 N 0.3187 -1.7996 2.2422
15 O -0.9801 -1.7922 2.6143
16 C -2.0376 -2.1867 1.7617
17 C -3.3966 -1.6091 2.4688
18 C -3.8545 -2.5125 3.7104
19 C -4.5541 -1.2558 1.4128
20 C -4.8360 0.3355 1.4967
21 C -5.9738 -1.9433 1.8222
22 P 1.2323 -3.3668 2.6465
23 O 2.3604 -3.6989 1.3811
24 I -0.2445 -5.3209 2.6850
25 C 0.7843 -1.1988 0.9602
26 P 0.4578 -2.0319 -0.6909
27 C 1.8177 -1.7357 -1.9678
28 C 3.1880 -2.5127 -1.5311
29 C -0.1588 -3.7841 -0.6869
30 C -0.3064 -4.2202 -2.2624
31 C 0.5047 0.3933 0.7496
32 C -1.0023 0.8366 0.6116
33 C -1.6142 0.5810 -0.8639
34 O -2.6562 -0.0257 -1.1056
35 Cl -0.6829 1.2507 -2.3190
36 H 2.8068 5.1347 1.5166
37 H 4.2005 4.8347 0.3758
38 H 4.1925 4.1241 2.1433
39 H 2.4694 3.2347 -0.3807
40 H 3.6492 2.1191 0.5717
41 H -0.0785 3.5459 1.7982
42 H -0.1870 1.1330 3.2282
43 H 2.0684 -1.1578 3.3344
44 H 0.0980 -2.3439 4.9884
45 H 1.3248 -1.1147 5.5256
46 H -0.5326 0.7530 5.4479
47 H -1.7402 -0.6108 4.8906
48 H 0.5873 -1.9926 7.7433
49 H -0.6247 -2.8865 6.9453
50 H -2.0793 -1.7172 0.7070
51 H -2.2628 -3.2897 1.6138
52 H -3.0600 -0.5991 2.9210
53 H -2.9178 -2.7353 4.3407
54 H -4.3513 -3.4923 3.4290
55 H -4.5097 -1.8432 4.3775
56 H -4.2791 -1.6140 0.3707
57 H -5.8521 0.5543 0.9996
58 H -4.8170 0.7169 2.5845
59 H -4.0673 0.9620 0.9387
60 H -6.3246 -1.3708 2.7479
61 H -6.7107 -1.6926 0.9769
62 H -5.8957 -3.0644 1.9780
63 H 2.6354 -4.6390 1.5024
64 H 1.9438 -1.1824 1.0598
65 H 2.0944 -0.6150 -1.9451
66 H 1.5275 -1.9643 -3.0409
67 H 4.0294 -2.1992 -2.2367
68 H 3.4800 -2.1468 -0.4787
69 H 3.0145 -3.6359 -1.4961
70 H 0.5369 -4.5836 -0.2459
71 H -1.1839 -3.9821 -0.2426
72 H -0.3465 -3.2978 -2.9285
73 H -1.2708 -4.8424 -2.3561
74 H 0.5423 -4.9369 -2.5040
75 H 0.9998 0.6067 -0.2741
76 H -1.7199 0.4792 1.4383
77 H -1.0933 1.9882 0.6984
78 C -8.0865 6.2286 4.9938
79 O -8.3555 4.8673 4.6501
80 P -7.4951 4.3135 3.2671
81 O -8.3731 3.0740 3.1907
82 O -6.1524 3.9936 4.1597
83 C -6.2609 3.4727 5.4739
84 O -6.6473 3.8389 1.8478
85 C -7.0142 4.5907 0.6914
86 H -8.5400 6.4369 5.9671
87 H -7.0121 6.4141 5.0591
88 H -8.5305 6.8922 4.2457
89 H -7.1653 2.8790 5.6146
90 H -6.2475 4.2929 6.1965
91 H -5.3927 2.8453 5.6743
92 H -6.7759 5.6463 0.8395
93 H -8.0829 4.4775 0.4918
94 H -6.4489 4.2166 -0.1630
95 C 1.2477 -1.8785 -9.6423
96 O 2.3841 -1.2268 -9.0695
97 P 2.3444 -1.1351 -7.3523
98 O 3.4846 -0.1284 -7.3182
99 O 2.9258 -2.6644 -7.2065
100 C 3.9277 -3.1483 -8.0858
101 O 2.1364 -1.0873 -5.6472
102 C 0.9929 -0.3426 -5.2302
103 H 1.4391 -2.0369 -10.7075
104 H 1.0680 -2.8463 -9.1691
105 H 0.3637 -1.2435 -9.5308
106 H 4.5715 -2.3528 -8.4639
107 H 3.4595 -3.6683 -8.9255
108 H 4.5405 -3.8737 -7.5516
109 H 0.0830 -0.8011 -5.6243
110 H 1.0678 0.6911 -5.5783
111 H 0.9505 -0.3506 -4.1405
112 C 7.1486 -0.1931 -5.6029
113 O 6.9409 -0.5177 -4.2252
114 P 7.3476 0.7536 -3.1395
115 O 7.2886 -0.1734 -1.9342
116 O 5.8936 1.4809 -3.3726
117 C 4.7149 0.7092 -3.4988
118 O 7.8351 2.1012 -2.1931
119 C 9.2194 2.4221 -2.3285
120 H 6.7106 -0.9859 -6.2161
121 H 6.6719 0.7547 -5.8611
122 H 8.2215 -0.1351 -5.8101
123 H 4.7746 -0.2397 -2.9633
124 H 4.5155 0.5177 -4.5569
125 H 3.8744 1.2828 -3.1065
126 H 9.4424 2.6914 -3.3631
127 H 9.8349 1.5708 -2.0264
128 H 9.4453 3.2729 -1.6850

Force components x, y, z for each atom (eV/Å):
0.32 -0.04 -0.12
-0.89 0.17 0.37
0.68 2.78 -0.49
0.31 -2.23 -1.27
-1.73 -0.49 0.72
-0.08 0.44 -0.50
-0.63 -0.40 -0.50
1.50 0.75 1.66
-0.08 0.70 0.91
0.01 -1.67 0.95
-1.33 2.12 2.07
-0.49 0.70 -1.11
2.01 -2.16 -2.78
2.08 1.25 -0.71
-1.94 -0.14 0.35
-4.18 0.11 -2.01
0.92 0.31 0.46
0.88 0.97 0.33
-0.97 0.12 0.98
-0.04 -0.10 -0.60
0.59 1.14 -0.58
2.54 -2.23 0.39
-1.98 0.26 1.40
-0.08 0.38 -0.28
2.24 1.16 -1.72
-2.93 0.63 -1.73
2.68 -0.18 1.26
-0.38 0.94 -0.09
0.60 -2.29 -0.90
-0.32 -0.39 0.82
1.03 -0.98 -1.15
-0.86 1.38 -0.45
-2.52 -2.41 -0.01
3.54 2.34 1.08
-0.41 -0.20 1.47
0.71 -1.26 -0.49
-0.69 -0.87 1.46
-0.68 0.39 -1.51
0.70 -0.56 1.31
-0.65 1.32 -0.15
0.51 0.03 0.67
1.11 -0.95 0.43
-1.71 0.45 -0.23
0.57 1.25 -0.76
-1.26 -0.31 -1.29
-0.39 -1.44 -0.15
1.30 0.66 0.55
-0.61 -0.09 -0.15
0.46 0.54 0.30
0.92 -0.49 1.63
1.15 1.07 0.52
-0.47 -1.48 -0.59
-1.30 0.15 -0.87
0.56 1.36 0.36
0.67 -1.36 -1.02
-0.22 0.70 1.20
1.54 -0.19 0.98
-0.34 -0.79 -1.61
-0.82 -0.92 0.58
0.27 -1.20 -1.13
1.03 -0.58 1.29
-0.27 1.49 -0.16
-0.18 0.71 -0.17
-1.79 -0.13 0.27
-0.75 -1.56 0.04
-0.04 -0.01 1.64
-1.08 -0.80 0.93
-0.38 -0.66 -1.59
0.40 1.45 -0.19
-0.90 1.29 -0.41
1.36 0.96 -0.23
0.02 -1.46 0.68
1.43 1.18 -0.02
-0.95 1.26 -0.03
-0.79 -0.35 1.50
1.04 0.08 -1.63
0.50 -1.65 -0.18
-0.25 0.37 0.40
0.79 2.62 -2.27
-0.42 -9.42 3.37
-0.44 1.48 -0.41
0.33 0.88 -1.28
-0.18 0.24 0.63
0.15 3.64 0.50
-0.04 0.09 -0.39
0.04 -0.11 -0.19
0.07 0.05 0.04
0.03 0.10 0.22
-0.01 0.08 -0.16
-0.09 -0.11 0.03
0.09 0.06 -0.28
0.02 -0.01 -0.29
0.00 0.01 -0.07
-0.02 -0.03 0.14
-0.21 -0.09 -0.58
-3.20 0.25 1.51
9.86 -0.06 0.40
-1.72 0.13 -0.33
-1.29 0.35 0.84
0.07 -0.26 -0.66
-2.94 -0.76 -1.73
-0.22 0.25 0.17
0.03 0.08 0.21
-0.02 -0.08 -0.01
0.00 -0.16 -0.19
-0.14 0.08 0.08
0.12 0.09 -0.03
-0.18 0.08 0.24
-0.13 0.13 0.24
-0.06 0.05 0.06
0.03 0.04 -0.18
-0.03 -0.28 -0.57
2.63 2.12 -0.98
-6.50 -3.02 6.65
1.12 0.21 -1.30
1.11 0.87 -0.07
-0.30 -0.35 -0.68
1.11 -0.08 -3.48
0.42 0.18 0.11
0.03 0.14 0.18
-0.07 0.01 -0.08
-0.13 -0.06 -0.17
0.20 0.06 0.03
-0.09 -0.15 0.08
0.19 0.26 0.11
0.19 0.15 0.13
0.06 0.04 0.02
-0.13 -0.10 -0.04

Results of the Mulliken charge analysis, in e, for atoms 1 through 6:
1 C -1.1229
2 C -0.2434
3 B 0.7854
4 O -0.6088
5 N 0.5394
6 C -1.6394

***

Entry 4:
Here is an isolated ion of composition C2H8N6 and charge +2 in a non-equilibrium geometry from the Open Molecules 2025 dataset. Energies are from the ωB97M-V functional and the def2-TZVPD basis.

relative energy (zero: lowest compared OMol25 entry of this formula, charge and spin): 262.1 kJ/mol
energy: -408.749098 Ha
LUMO level: -8.3 eV
net charge: +2
SMILES: N=C=[N+](N)/C(N)=N/[NH3+]

Element x y z (Å)
1 C 1.8225 0.6113 0.1309
2 C -0.3435 -0.2611 -0.0347
3 N 2.6946 1.3576 0.1240
4 N 1.0598 -0.4260 -0.1724
5 N -0.6592 0.9509 -0.2422
6 N -1.3535 -1.2918 0.1831
7 N 1.6495 -1.7080 -0.3131
8 N -1.9911 1.3651 -0.2123
9 H 3.2271 2.1791 0.3996
10 H -1.0763 -2.2438 0.2951
11 H -2.2625 -1.2391 0.7171
12 H 1.6306 -2.1763 0.5390
13 H 2.4562 -1.7848 -0.8286
14 H -2.0436 2.0282 -0.9974
15 H -2.2164 2.1312 0.5667
16 H -2.5942 0.5076 -0.1548

Force components x, y, z for each atom (eV/Å):
0.34 -0.60 -0.93
-4.21 -1.52 0.29
-0.47 0.72 0.49
0.38 -1.44 0.63
1.53 1.33 0.33
1.81 1.38 0.11
-3.47 1.16 0.47
-0.45 1.45 1.91
0.23 -0.29 -0.05
0.78 -0.61 -0.36
1.61 0.94 -0.58
0.44 -0.98 1.72
2.13 0.32 -1.67
-0.84 -0.93 -0.76
0.62 -2.41 -0.94
-0.43 1.46 -0.67

Results of the Mulliken charge analysis, in e, for atoms 1 through 6:
1 C 0.3194
2 C 0.4735
3 N 0.0536
4 N 0.3638
5 N -0.4293
6 N -0.5008